[1]
# H3NO2Si

H3NO2Si as an isolated structure at a distorted geometry (wB97M-V/def2-TZVPD, OMol25).

XYZ file:
```
7
Properties=species:S:1:pos:R:3:forces:R:3:mulliken_charge:R:1
N 1.02662 -0.25972 -0.12030 2.21 5.34 -0.41 0.685
O 1.34404 1.02428 -0.40276 -1.07 -4.07 0.44 -0.483
O 1.82182 -1.00034 0.34830 0.11 -1.04 -0.17 -0.456
Si -0.75058 -0.02210 -0.02102 -1.10 0.73 -0.94 0.482
H -0.83532 0.70818 1.19203 -0.14 0.17 1.14 -0.075
H -1.32285 0.92012 -1.03824 0.32 -0.82 0.01 -0.054
H -1.28373 -1.37042 0.04198 -0.34 -0.30 -0.07 -0.099
```
Positions in Å, forces in eV/Å.

* LUMO: -0.75 eV
* Kohn-Sham gap: 10.24 eV
* M: 77.115 u
* E_HOMO: -10.988 eV
* total energy: -13507.461 eV
* total charge: 0
* ΔE to the lowest compared entry with this formula, charge and spin: 79.20 kJ/mol


[2]
# H3NO3P2

H3NO3P2 as an isolated structure at a distorted geometry (wB97M-V/def2-TZVPD, OMol25).

XYZ file:
```
9
Properties=species:S:1:pos:R:3:forces:R:3:mulliken_charge:R:1
N 0.45254 0.78826 0.19363 -2.11 2.05 3.94 -0.578
O -0.74890 -1.32916 -0.14126 -0.70 0.28 0.81 -0.642
O -2.14413 0.41318 1.30745 0.28 -0.22 0.41 -0.768
O -1.88721 0.66202 -1.23037 -0.22 0.10 0.17 -0.794
P 1.19328 -0.73683 0.07338 1.88 -1.00 -1.04 -0.408
P -1.35667 0.10764 0.06702 1.61 0.57 -1.44 0.879
H 0.55556 1.26629 1.32143 -0.11 -2.17 -4.30 0.214
H 1.16307 -1.14274 -1.39333 0.34 0.87 1.35 -0.047
H 2.77245 -0.02866 -0.19795 -0.96 -0.48 0.10 0.146
```
Positions in Å, forces in eV/Å.

* LUMO: 7.51 eV
* Kohn-Sham gap: 6.62 eV
* M: 126.976 u
* E_HOMO: 0.891 eV
* total energy: -26258.756 eV
* total charge: -2
* ΔE to the lowest compared entry with this formula, charge and spin: 100.00 kJ/mol


[3]
# H3NO3P2

An isolated ion of composition H3NO3P2 and charge -2 at a distorted geometry (wB97M-V/def2-TZVPD, OMol25).

XYZ file:
```
9
Properties=species:S:1:pos:R:3:forces:R:3:mulliken_charge:R:1
N -0.60353 -0.57093 0.50289 1.07 0.84 3.45 -0.446
O 0.99360 -0.93121 -1.53151 -0.05 -0.10 -1.16 -0.806
O 1.49840 1.06801 -0.02357 -0.20 0.00 0.23 -0.790
O 1.66825 -1.36168 0.89214 0.80 0.27 0.20 -0.837
P -1.73200 0.62390 0.16383 0.68 1.03 0.27 -0.151
P 1.08836 -0.39284 -0.13563 0.32 -1.01 0.41 0.806
H -0.26293 -0.47586 1.55332 -1.36 -0.50 -2.45 0.244
H -0.86938 1.74308 -0.26575 -0.58 -0.21 0.55 0.008
H -1.78077 0.29753 -1.15571 -0.69 -0.33 -1.49 -0.027
```
Positions in Å, forces in eV/Å.

* LUMO: 7.60 eV
* Kohn-Sham gap: 6.81 eV
* M: 126.976 u
* SMILES string: O=P([O-])([O-])NP
* E_HOMO: 0.792 eV
* total energy: -26259.792 eV
* total charge: -2
* ΔE to the lowest compared entry with this formula, charge and spin: 0.00 kJ/mol


[4]
# H3NO3P2

A 2-piece molecular cluster, H3NO3P2 overall at a distorted geometry (wB97M-V/def2-TZVPD, OMol25).

XYZ file:
```
9
Properties=species:S:1:pos:R:3:forces:R:3:mulliken_charge:R:1
N -0.97090 0.24887 -0.14214 1.56 0.10 0.72 -0.656
O 1.45743 0.29795 -1.40149 -0.37 -0.08 1.72 -0.815
O 0.81080 1.25571 1.19429 0.25 -1.04 -1.03 -0.483
O 1.07927 -1.36093 0.53670 0.80 -0.67 0.73 -0.705
P -0.80310 1.51021 0.92198 -0.32 -0.04 -0.41 -0.106
P 0.73138 -0.07093 -0.09816 -1.44 2.00 -1.55 0.899
H -0.76462 -2.02222 -0.26907 0.04 0.62 0.75 -0.205
H -0.63608 2.66593 0.01891 -0.05 0.34 0.06 -0.097
H -0.90417 -2.52459 -0.76101 -0.49 -1.22 -0.99 0.170
```
Positions in Å, forces in eV/Å.

* LUMO: 7.64 eV
* Kohn-Sham gap: 6.27 eV
* M: 126.976 u
* E_HOMO: 1.375 eV
* total energy: -26259.032 eV
* total charge: -2
* ΔE to the lowest compared entry with this formula, charge and spin: 73.34 kJ/mol


[5]
# H3NO3Si

A 2-piece molecular cluster, H3NO3Si overall at a distorted geometry (wB97M-V/def2-TZVPD, OMol25).

XYZ file:
```
8
Properties=species:S:1:pos:R:3:forces:R:3:lowdin_spin:R:1
N 3.46559 1.13021 -1.69542 -4.79 1.21 1.84 0.897
O 4.51604 0.91193 -2.09327 6.78 -0.54 -2.47 0.788
O 2.64906 0.02774 -1.54022 -0.93 -0.17 0.34 0.305
O 0.26614 0.57311 -0.46152 0.89 0.76 -1.52 0.004
Si -0.52849 -0.09160 0.60352 -1.13 -0.57 2.90 0.001
H 1.87559 0.48704 -1.17754 -1.00 -0.58 0.19 0.005
H -1.09019 -1.46930 0.65598 0.11 0.25 -0.36 0.000
H -0.76814 0.59065 1.95665 0.06 -0.36 -0.92 0.000
```
Positions in Å, forces in eV/Å.

* LUMO (spin up / spin down): -1.03 / -1.21 eV
* Kohn-Sham gap (spin up / spin down): 5.85 / 10.12 eV
* M: 93.114 u
* multiplicity: 3
* <S²>: 2.0076
* E_HOMO (spin up / spin down): -6.877 / -11.333 eV
* total energy: -15552.882 eV
* total charge: 0
* ΔE to the lowest compared entry with this formula, charge and spin: 115.86 kJ/mol


[6]
# H3NO4P

A 2-piece molecular cluster, H3NO4P overall at a distorted geometry (wB97M-V/def2-TZVPD, OMol25).

XYZ file:
```
9
Properties=species:S:1:pos:R:3:forces:R:3:mulliken_charge:R:1
N -0.48669 -1.27314 -0.03116 2.92 0.35 -0.39 -0.723
O 2.20591 0.16698 -1.42490 -0.54 -0.11 0.00 -0.676
O 2.85178 -1.34477 0.61580 -0.39 -0.30 0.11 -0.609
O 1.12369 1.93112 0.15815 -0.34 0.55 -0.88 -0.382
O 1.62358 0.87062 0.94388 0.55 -1.45 0.03 -0.162
P 1.94827 -0.42296 -0.08287 -1.99 -0.15 0.84 0.798
H -0.86032 -0.41415 -0.42387 -0.06 0.27 0.12 0.181
H -0.55733 -1.17536 0.97929 -0.02 0.22 0.07 0.177
H 1.40464 1.59165 -0.73445 -0.13 0.61 0.10 0.396
```
Positions in Å, forces in eV/Å.

* LUMO (spin up / spin down): 4.05 / 4.05 eV
* Kohn-Sham gap (spin up / spin down): 8.60 / 8.60 eV
* M: 112.001 u
* E_HOMO (spin up / spin down): -4.544 / -4.546 eV
* total energy: -19017.424 eV
* total charge: -1
* ΔE to the lowest compared entry with this formula, charge and spin: 230.54 kJ/mol


[7]
# H3NOP

An isolated ion of composition H3NOP and charge -1 at a distorted geometry (wB97M-V/def2-TZVPD, OMol25).

XYZ file:
```
6
Properties=species:S:1:pos:R:3:forces:R:3:mulliken_charge:R:1
N 0.59050 0.83113 -0.09758 -0.26 -1.21 1.81 -0.359
O 1.56180 -0.30774 0.25388 -0.88 0.83 -1.14 -0.579
P -0.32419 -0.61308 -0.25704 -1.56 0.34 1.86 -0.160
H -0.69427 -1.10165 1.08678 0.89 0.22 -0.60 -0.043
H 0.66179 1.11077 -1.05691 0.95 0.21 -0.96 0.191
H -1.79562 0.08058 0.07086 0.85 -0.39 -0.98 -0.050
```
Positions in Å, forces in eV/Å.

* LUMO: 5.24 eV
* Kohn-Sham gap: 8.22 eV
* M: 64.004 u
* E_HOMO: -2.976 eV
* total energy: -12872.190 eV
* total charge: -1
* ΔE to the lowest compared entry with this formula, charge and spin: 375.72 kJ/mol


[8]
# H3NOP2

An isolated molecule of H3NOP2 at a distorted geometry (wB97M-V/def2-TZVPD, OMol25).

XYZ file:
```
7
Properties=species:S:1:pos:R:3:forces:R:3:mulliken_charge:R:1
N -0.47594 0.54189 1.68426 1.41 0.56 -0.19 0.098
O -1.36418 -0.18792 1.43188 -1.58 -0.76 0.26 -0.282
P -0.41509 -0.32124 -1.11542 -2.18 1.53 0.73 -0.056
P 0.91956 0.25969 0.47810 0.70 1.15 0.43 0.025
H 0.49523 -0.39615 -2.08749 1.70 -0.39 -1.30 0.063
H -0.24219 -1.54100 -0.57266 -0.02 -1.89 -0.06 0.071
H 1.08260 1.64472 0.18134 -0.03 -0.20 0.13 0.081
```
Positions in Å, forces in eV/Å.

* LUMO: -0.26 eV
* Kohn-Sham gap: 8.48 eV
* M: 94.978 u
* SMILES string: O=N[PH]#[PH2]
* E_HOMO: -8.746 eV
* total energy: -22160.188 eV
* total charge: 0
* ΔE to the lowest compared entry with this formula, charge and spin: 27.99 kJ/mol


[9]
# H3NOPS

An isolated ion of composition H3NOPS and charge -1 at a distorted geometry (wB97M-V/def2-TZVPD, OMol25).

XYZ file:
```
7
Properties=species:S:1:pos:R:3:forces:R:3:lowdin_spin:R:1
N -1.11197 0.41875 -0.90718 1.01 0.79 0.77 0.230
O -0.27703 0.77159 0.24215 -0.63 3.03 -0.48 0.112
P 0.63538 -0.48193 0.65500 2.43 -0.68 0.75 0.351
S -0.52849 -1.10562 -1.43074 0.74 -1.66 -1.17 1.177
H -1.80111 0.14152 -0.27831 -3.04 -0.25 0.31 0.030
H 1.21479 0.41562 1.67697 -0.66 -0.47 0.42 0.055
H 1.86843 -0.15993 0.04211 0.15 -0.75 -0.59 0.045
```
Positions in Å, forces in eV/Å.

* LUMO (spin up / spin down): 4.03 / 2.72 eV
* Kohn-Sham gap (spin up / spin down): 3.59 / 7.06 eV
* M: 96.071 u
* multiplicity: 3
* <S²>: 2.0082
* E_HOMO (spin up / spin down): 0.445 / -4.336 eV
* total energy: -23705.483 eV
* total charge: -1
* ΔE to the lowest compared entry with this formula, charge and spin: 233.49 kJ/mol


[10]
# H3NP2

A 2-piece molecular cluster, H3NP2 overall at a distorted geometry (wB97M-V/def2-TZVPD, OMol25).

XYZ file:
```
6
Properties=species:S:1:pos:R:3:forces:R:3:mulliken_charge:R:1
N 0.83887 -1.72791 0.65827 0.50 -0.13 0.40 0.185
P 1.86911 -2.77507 0.94459 0.95 -1.03 0.33 -0.076
P -0.25490 -0.69969 0.18447 -1.69 0.55 -1.69 -0.126
H -1.44478 2.60768 -1.36100 -1.57 0.55 0.74 0.022
H -0.84253 2.39854 -1.64667 1.57 -0.55 -0.73 -0.025
H -0.16577 0.19645 1.22033 0.24 0.62 0.96 0.021
```
Positions in Å, forces in eV/Å.

* LUMO (spin up / spin down): -0.77 / -0.78 eV
* Kohn-Sham gap (spin up / spin down): 6.58 / 6.58 eV
* M: 78.979 u
* E_HOMO (spin up / spin down): -7.356 / -7.357 eV
* total energy: -20113.331 eV
* total charge: 0
* ΔE to the lowest compared entry with this formula, charge and spin: 99.72 kJ/mol